## w
2 unconnected molecules or ions with the total composition C2H2BrO2S2, computed with wB97M-V/def2-TZVPD.

The geometry in XYZ format:
```
9
Properties=species:S:1:pos:R:3:mulliken_charge:R:1
C -2.61 -1.24 0.42 0.6833
C 0.33 0.02 -0.29 -0.2142
O -2.96 -0.38 1.07 -0.3516
O -2.16 -2.17 -0.05 -0.3442
S 1.37 -1.20 -1.00 -0.2343
S 1.23 1.57 0.15 -0.2753
Br -1.31 0.59 -1.65 -0.4327
H 0.70 -2.20 -0.41 0.0774
H 0.10 2.30 0.29 0.0916
```

Values from the calculation:
charge: -1

## x
2 unconnected molecules or ions with the total composition C2H2BrO2S2, computed with wB97M-V/def2-TZVPD.

The geometry in XYZ format:
```
9
Properties=species:S:1:pos:R:3:mulliken_charge:R:1
C 2.94 -0.87 0.28 0.7069
C -1.48 0.33 0.09 -0.2450
O 3.23 -0.70 -0.82 -0.3651
O 2.72 -1.08 1.38 -0.3674
S -2.81 1.50 -0.15 -0.2504
S -1.47 -0.76 -1.31 -0.2270
Br 0.43 1.44 0.06 -0.4161
H -2.84 1.83 1.15 0.0898
H -0.72 -1.69 -0.68 0.0742
```

Values from the calculation:
charge: -1

What is the stability order? It is x, w, from most stable to least stable.